Version w
Entry from the OMol25 dataset: a 14-piece molecular cluster, C6H37N2O13 overall (ωB97M-V/def2-TZVPD).

Results
HOMO level	-0.463	hartree
charge	+1

XYZ file:
```
58
Properties=species:S:1:pos:R:3:mulliken_charge:R:1
C 1.32586 1.35328 -2.01228 -0.96
C 1.63601 0.12384 -1.19240 0.02
N 0.55857 -0.12269 -0.21563 0.84
C -0.67824 -0.74777 -0.58452 -0.50
C -1.44687 -0.96887 0.60566 -0.55
N -0.65545 -0.49019 1.62471 0.21
C 0.55055 0.04737 1.15641 -0.43
C -0.89726 -0.40933 3.01301 -0.70
H 1.29513 2.26420 -1.41448 -0.03
H 0.45702 1.18229 -2.64787 0.29
H 2.02592 1.63633 -2.79834 0.45
H 2.57095 0.19403 -0.63648 0.07
H 1.66669 -0.77599 -1.80677 0.07
H -0.83033 -1.03253 -1.61515 0.42
H -2.41596 -1.41522 0.77305 0.57
H 1.31528 0.43302 1.81433 0.43
H -0.36680 -1.16888 3.58730 0.29
H -1.92297 -0.60710 3.32435 0.21
H -0.59774 0.56309 3.40389 0.39
O -2.42676 2.74916 -1.92930 -0.65
H -1.65204 3.10591 -1.49482 0.31
H -2.09259 2.36900 -2.74173 0.42
O 3.44222 1.36116 1.60043 -0.60
H 3.68032 2.08677 1.02336 0.25
H 3.86502 0.59592 1.21073 0.28
O -0.04163 -3.79716 -2.79951 -0.71
H 0.79200 -3.73258 -2.33353 0.42
H -0.02288 -3.07391 -3.42624 0.43
O 0.59108 -1.57452 -4.26594 -0.62
H 0.41519 -0.82467 -4.83429 0.23
H 1.36358 -1.99007 -4.64908 0.31
O -3.85784 0.35116 5.01495 -0.61
H -4.05651 0.54632 4.09916 0.29
H -4.47949 0.88135 5.51363 0.31
O 3.46663 -2.09184 -3.52129 -0.63
H 4.06828 -2.70674 -3.94098 0.31
H 2.85954 -2.64660 -3.03146 0.32
O -4.13805 -2.15973 3.04736 -0.62
H -4.22564 -1.58355 3.80668 0.29
H -4.75688 -1.80863 2.40703 0.36
O 1.92868 2.92229 3.05181 -0.64
H 2.43287 2.15986 2.76770 0.42
H 2.58337 3.60872 3.18004 0.27
O -0.16677 3.71624 -0.22305 -0.59
H 0.70003 4.12128 -0.19399 0.28
H -0.65317 4.13924 0.48455 0.26
O -5.23360 -0.76539 0.97368 -0.64
H -5.09488 0.08175 1.39717 0.31
H -5.10963 -0.59051 0.04079 0.31
O -1.22882 2.13905 -4.26440 -0.64
H -0.93822 1.55863 -4.96789 0.28
H -1.09758 3.02135 -4.61160 0.30
O 2.62325 -0.41040 4.10891 -0.55
H 2.95505 -1.06877 4.71939 0.30
H 3.40811 -0.04214 3.70320 0.28
O 2.16813 -3.47572 -1.47938 -0.67
H 2.18143 -2.88057 -0.72982 0.24
H 2.15786 -4.35055 -1.09105 0.32
```


Version x
Entry from the OMol25 dataset: a 14-piece molecular cluster, C6H37N2O13 overall (ωB97M-V/def2-TZVPD).

Results
HOMO level	-0.396	hartree
charge	+1

XYZ file:
```
58
Properties=species:S:1:pos:R:3:mulliken_charge:R:1
C -1.17150 0.25729 0.27781 -0.47
C -0.79117 1.66102 -0.14521 0.40
C -1.85749 2.47843 -0.80741 0.63
C -2.62066 2.15979 -1.90154 -1.11
N -3.57634 3.13918 -1.97351 0.00
C -3.44156 4.03596 -0.94810 -0.81
C -2.44812 3.60098 -0.12128 -0.59
N -1.11451 -0.79588 -0.79603 -0.03
H -2.21440 0.18968 0.58823 0.36
H -0.56447 -0.14742 1.08096 -0.07
H -0.44286 2.14781 0.76478 0.43
H 0.15340 1.53931 -0.69086 -0.08
H -2.48828 1.36277 -2.61243 0.45
H -4.19622 3.32477 -2.73141 0.20
H -4.24443 4.75248 -0.87539 0.42
H -2.06779 3.85096 0.84627 0.51
H -1.98974 -1.32147 -0.90056 0.20
H -0.78470 -0.57611 -1.72845 0.39
H -0.52083 -1.59041 -0.54833 0.34
H 1.86633 -0.05234 -1.21772 0.30
H 1.47074 -0.35403 -2.53766 0.38
O 1.21950 -0.63848 -1.64412 -0.56
H 3.52449 -5.57556 -0.11014 0.31
H 3.87763 -5.02250 -1.49919 0.30
O 3.34397 -4.85373 -0.71839 -0.60
H 0.34671 -0.74402 3.33604 0.23
H 1.44674 0.13309 2.49298 0.29
O 0.98199 -0.69435 2.62549 -0.62
H -4.33728 -2.87680 -1.74837 0.29
H -4.17112 -1.32696 -2.06245 0.30
O -3.85720 -2.07017 -1.55170 -0.63
H 2.50620 1.16646 0.18145 0.19
H 4.02397 0.88843 0.08976 0.29
O 3.16477 0.57877 -0.21200 -0.71
H -1.93475 -3.76737 0.94660 0.25
H -0.51509 -3.83089 0.69447 0.27
O -1.26478 -3.23965 0.48955 -0.56
H 1.78431 3.86959 0.95065 0.27
H 2.17290 3.27299 2.30399 0.25
O 1.90493 3.03287 1.41141 -0.50
H -4.39912 3.26580 2.73699 0.30
H -3.99387 2.08466 1.95524 0.29
O -3.60887 2.88635 2.33094 -0.58
H 2.44871 1.00410 4.63472 0.28
H 3.43530 1.75966 3.94371 0.27
O 2.67489 1.20514 3.71470 -0.57
H 3.43181 -1.56580 0.27819 0.31
H 4.18621 -2.77197 0.07515 0.32
O 3.91831 -2.20718 0.81663 -0.62
H 2.94477 2.97305 -2.11206 0.30
H 1.88779 3.94629 -2.54077 0.27
O 1.99887 3.13726 -2.03043 -0.53
H 2.38077 -3.40239 1.98182 0.29
H 1.12891 -2.55893 2.09696 0.39
O 1.42204 -3.45690 1.89977 -0.60
H -0.63827 -4.41658 -3.60783 0.29
H -0.32565 -4.90980 -2.12534 0.32
O -0.06591 -4.93727 -3.04661 -0.61
```


The relative energies come out as version w 41.1; version x 0.0, with values in kJ/mol.


Version w
Entry from the OMol25 dataset: a 2-piece molecular cluster, C2H6OS overall (ωB97M-V/def2-TZVPD).

Results
HOMO level	-0.341	hartree

XYZ file:
```
10
Properties=species:S:1:pos:R:3:mulliken_charge:R:1
C -1.22949 1.32415 -1.29938 -0.14
O -1.24623 0.77689 -2.36523 -0.39
H -1.74434 0.92170 -0.42042 0.26
H -0.67721 2.26720 -1.12353 0.27
C 0.93953 -0.77234 0.41624 -0.79
S 0.20910 -0.27255 2.01030 -0.19
H 2.00025 -0.87775 0.53616 0.33
H 0.77247 -0.14719 -0.45580 0.24
H 0.52092 -1.74460 0.16297 0.28
H 0.45498 -1.47551 2.53869 0.12
```


Version x
Entry from the OMol25 dataset: a 2-piece molecular cluster, C2H6OS overall (ωB97M-V/def2-TZVPD).

Results
HOMO level	-0.308	hartree

XYZ file:
```
10
Properties=species:S:1:pos:R:3:mulliken_charge:R:1
C -0.55840 -0.69102 -0.66692 -0.42
C 0.38280 -0.14864 0.60217 -0.82
H -0.38320 1.51604 0.37683 0.30
H 0.01696 -1.29256 -1.45353 0.31
H -1.26146 -1.35012 -0.02746 0.28
H -0.58862 -0.31801 1.23946 0.44
H 1.34809 -0.82110 0.49689 0.28
H 1.56852 1.05681 -0.17157 0.42
O 0.93579 1.07807 0.75189 -0.41
S -1.46048 0.97053 -1.14776 -0.38
```


The relative energies come out as version w 0.0; version x 359.1, with values in kJ/mol.


Version w
Entry from the OMol25 dataset: a 2-piece molecular cluster, C3H6INOS overall (ωB97M-V/def2-TZVPD).

Results
HOMO level (alpha / beta)	-0.305 / -0.333	hartree

XYZ file:
```
13
Properties=species:S:1:pos:R:3:mulliken_charge:R:1
C -2.37645 -1.36964 0.01888 0.08
C 1.89820 0.97810 0.75365 -1.44
C 0.77122 0.56836 -0.22891 0.38
N -2.90317 -2.46866 0.07619 -0.41
O 1.05802 0.96845 -1.58965 -0.50
S 0.47480 -1.18524 0.13636 -0.17
I -3.08706 0.53450 -0.08276 0.14
H 2.61853 0.27912 0.50407 0.38
H 2.30563 1.89447 0.48673 0.38
H 1.52430 0.79278 1.75932 0.35
H -0.07000 1.29977 0.06316 0.14
H -2.40696 -3.41847 -0.03801 0.32
H 0.19292 1.12647 -1.85904 0.33
```


Version x
Entry from the OMol25 dataset: C3H6INOS in the gas phase (ωB97M-V/def2-TZVPD).

Results
HOMO level	-0.358	hartree

XYZ file:
```
13
Properties=species:S:1:pos:R:3:mulliken_charge:R:1
N -1.19448 -2.20770 -0.86524 -0.55
S -1.51921 -1.14053 0.13699 0.62
O -1.48812 -1.25701 1.59787 -0.56
I -3.50925 0.30172 -0.20897 -0.06
C -0.47938 0.12084 -0.45292 -0.18
C 0.10797 1.03786 0.59315 -0.30
C 0.96308 -0.00238 -0.04268 -0.74
H -1.76920 -2.95807 -0.97430 0.26
H -0.79800 0.42058 -1.47175 0.53
H -0.10332 0.69003 1.72570 0.18
H 0.13533 2.12639 0.52397 0.31
H 1.72448 0.37438 -0.59940 0.30
H 1.29145 -0.93351 0.41072 0.19
```


The relative energies come out as version w 77.5; version x 0.0, with values in kJ/mol.